1.
The following is a DFT calculation (ωB97M-V/def2-TZVPD) of C2H32F6NO20S2 as an isolated structure.

XYZ file:
```
63
Properties=species:S:1:pos:R:3:nbo_charge:R:1
O 3.3762 -0.2935 -2.5515 -0.938
F 2.0888 2.5625 0.2436 -0.320
O 3.0038 -2.8740 2.8936 -0.966
O -3.2816 -3.1877 -1.8035 -0.967
O -5.9267 -0.9554 0.4904 -0.961
H 3.6220 0.6292 -2.6709 0.456
H 0.0619 4.2124 -1.0072 0.497
H 2.5981 -3.4507 3.5488 0.457
F -1.3651 -0.0673 1.8021 -0.309
H -0.0216 -2.0338 -3.6768 0.495
F 0.5982 2.1829 1.7435 -0.300
O 3.1203 -0.3065 0.4054 -0.910
O 0.1154 -2.3688 0.4168 -0.910
S -0.3170 -1.2194 -0.2845 2.270
H 0.8455 -4.9252 -0.8862 0.497
O -0.5849 2.0614 -1.6064 -1.015
H -1.3914 2.3148 -1.1461 0.488
H -4.1537 -4.1732 1.0897 0.478
O 1.8204 1.5690 5.5145 -0.942
O 3.7755 4.8865 -1.2147 -0.961
H 0.0000 -5.3296 1.0050 0.492
H 4.3603 4.1545 -1.4333 0.461
F -2.7226 -1.4238 0.7961 -0.297
H 0.4264 -6.3669 -1.2150 0.476
O 0.1025 -5.5478 -0.8229 -0.953
O 0.0904 0.0767 -4.0685 -0.957
O -2.2208 3.4671 1.0134 -0.963
O -0.3580 4.9612 -0.5508 -0.962
S 1.8297 0.0451 0.9041 2.247
O -4.7605 -3.6823 0.5253 -0.985
H -0.2434 -3.5393 -3.5708 0.452
F -2.2096 0.5309 -0.0723 -0.321
H -0.1786 1.3804 -1.0001 0.510
H 2.4700 1.2813 4.8608 0.476
O 1.5279 3.5994 -2.4870 -0.992
H 1.2469 4.2162 3.7653 0.477
C -1.7735 -0.5105 0.6047 0.722
O -0.7869 -1.3933 -1.6320 -0.997
H 0.8942 2.8793 -2.2922 0.504
H 1.9518 0.9820 6.2657 0.466
H -2.7358 -2.5444 -2.2784 0.505
H -3.0111 -4.0460 -2.1513 0.479
H 2.6418 -0.2640 -1.9230 0.480
O 0.1829 -2.8710 -4.1178 -0.948
F 2.7202 2.0771 2.2570 -0.306
O 1.4880 -0.6567 2.1122 -0.955
H 2.8820 4.5120 -1.3097 0.494
O -0.0708 -5.3687 1.9797 -0.961
O 1.6036 5.0878 3.9805 -0.939
H 0.0871 5.0035 0.3037 0.475
H 2.2934 -2.2394 2.6505 0.498
H -0.3354 0.1132 -3.1960 0.490
H 0.9399 5.7067 3.6580 0.463
H -5.4628 -1.8035 0.3590 0.496
H -0.1714 -6.3049 2.1759 0.451
H -4.2615 -3.5367 -0.3087 0.500
C 1.8010 1.8376 1.3257 0.730
H -6.0305 -0.5914 -0.3946 0.456
H -1.8746 3.9779 0.2666 0.487
H -2.9969 3.0039 0.6760 0.464
H 0.3020 0.9915 -4.2717 0.466
H 1.6654 3.5575 -3.4393 0.477
N 0.7134 0.0142 -0.2507 -1.294
```

Its charge is -1. The value obtained for the orbital gap is 10.1 eV. As for the multiplicity: 1.

=====

2.
The following is a DFT calculation (ωB97M-V/def2-TZVPD) of a 14-piece molecular cluster, C2H32NO14 overall.

XYZ file:
```
49
Properties=species:S:1:pos:R:3:nbo_charge:R:1
H -14.2870 -23.1480 -2.2140 0.472
H -9.9190 -22.3300 -5.9120 0.486
O -8.8500 -18.9280 -2.1570 -0.984
O -15.0630 -19.7910 -3.2370 -0.978
H -8.6570 -20.5540 -1.7880 0.495
H -8.7970 -18.2470 -2.8200 0.522
H -13.4520 -18.1100 -4.3960 0.103
H -12.3550 -22.9130 -1.4580 0.503
N -11.2460 -20.5470 -2.6580 -0.876
H -8.1740 -18.7950 -1.4360 0.492
O -14.3030 -20.0100 -5.9500 -1.011
C -12.8420 -18.2660 -5.3250 -0.083
O -9.0760 -23.4080 -3.0890 -0.967
H -9.6690 -16.4990 -0.3460 0.461
H -11.9290 -17.4980 -3.3470 0.534
H -10.6920 -21.3930 -2.5990 0.428
O -8.2040 -21.3690 -1.6860 -0.967
H -12.1990 -20.8520 -2.6130 0.456
H -10.4900 -18.9790 -5.9150 0.514
O -9.8250 -19.5700 -6.3040 -1.010
H -13.3960 -18.9020 -0.8820 0.512
O -11.8270 -17.0570 -2.4740 -1.031
H -8.2980 -21.5980 -0.7450 0.477
H -10.5320 -21.5800 0.1310 0.480
O -10.2580 -17.1950 -0.0670 -0.954
H -15.6410 -20.5240 -3.0790 0.433
H -9.2930 -19.8890 -5.5770 0.427
H -8.6730 -22.8610 -2.4140 0.496
H -9.9480 -22.7380 -4.3700 0.478
O -11.6920 -22.9510 -0.7870 -0.965
C -13.0000 -19.7680 -5.6570 -0.048
H -12.7370 -20.3500 -4.7600 0.028
H -13.1260 -17.6520 -6.1920 0.136
O -10.4440 -22.4210 -5.0990 -0.986
H -11.1450 -16.3820 -2.4420 0.458
H -10.6510 -20.4250 0.9940 0.473
H -13.9070 -22.9700 -3.6460 0.511
H -14.6330 -20.1150 -4.0290 0.506
H -13.2680 -19.8020 0.3250 0.453
O -13.2050 -19.8120 -0.6030 -0.963
H -12.3970 -19.9810 -6.5770 0.124
H -11.0550 -20.1200 -3.5550 0.474
H -12.1140 -22.5420 -0.0570 0.453
H -10.1740 -17.9390 -0.6630 0.490
O -11.4700 -17.9650 -5.0860 -1.050
O -10.2750 -20.6550 0.1430 -0.957
H -10.9810 -19.8990 -1.9330 0.452
O -13.5170 -23.1620 -2.8060 -0.965
H -9.1560 -24.2390 -2.6720 0.470
```

Its charge is -1. Its energy above the lowest of the compared OMol25 structures with the same formula, charge and spin is 7.321 eV. The value obtained for the orbital gap is 3.1 eV. As for the multiplicity: 1.

=====

3.
The following is a DFT calculation (ωB97M-V/def2-TZVPD) of C2H3AgFO2 as an isolated structure.

XYZ file:
```
9
Properties=species:S:1:pos:R:3:nbo_charge:R:1
F 0.8200 1.7549 -0.1171 -0.408
C 0.1134 -0.5286 0.0270 -0.179
O 2.4325 0.2598 0.0501 -0.526
O -1.1382 0.0268 0.0026 -0.969
C 1.2686 0.4521 0.0288 0.845
Ag -1.6208 2.2149 0.1029 0.890
H -2.4702 -1.8234 -0.1387 -0.017
H 0.2974 -1.1844 0.9016 0.179
H 0.2972 -1.1721 -0.8573 0.185
```

Its charge is 0. As for the expectation value of S²: 0.7516. Its energy above the lowest of the compared OMol25 structures with the same formula, charge and spin is 0.924 eV. The value obtained for the orbital gap (alpha / beta) is 6.8 / 7.0 eV. As for the multiplicity: 2.

=====

4.
The following is a DFT calculation (ωB97M-V/def2-TZVPD) of a 2-piece molecular cluster, C2H3Br2N3 overall.

XYZ file:
```
10
Properties=species:S:1:pos:R:3:nbo_charge:R:1
N -1.1752 1.0561 0.6069 -0.827
C 0.0878 0.4870 0.2409 0.075
H -0.1956 -1.0290 1.4965 0.228
H -1.8814 0.3586 0.8795 0.378
C 0.5928 -0.5983 0.8944 -0.412
H -1.6412 1.6671 -0.0530 0.390
Br 2.4364 -1.0294 0.7843 0.096
N 0.8038 -1.1377 -1.9385 0.006
N -0.2094 -1.4792 -2.1911 -0.013
Br 1.1819 1.7048 -0.7199 0.077
```

Its structure (SMILES) is N/C(Br)=C/Br.N#N. Its charge is 0. Its energy above the lowest of the compared OMol25 structures with the same formula, charge and spin is 0.603 eV. The value obtained for the orbital gap is 9.3 eV. As for the multiplicity: 1.

=====

5.
The following is a DFT calculation (ωB97M-V/def2-TZVPD) of a 2-piece molecular cluster, C2H3Br2N3 overall.

XYZ file:
```
10
Properties=species:S:1:pos:R:3:nbo_charge:R:1
C -0.1682 0.0821 -0.6908 0.059
H -0.0448 2.0199 0.3959 0.247
H 1.5164 -1.0244 -0.7610 0.402
H 1.6277 0.7298 -1.1760 0.401
C -0.5959 1.1674 -0.0060 -0.390
Br -2.4517 1.3270 0.2428 0.052
Br -1.2014 -1.4167 -1.1465 0.084
N 0.0492 -1.9153 2.0127 -0.005
N 0.0663 -0.8249 2.1613 -0.001
N 1.2025 -0.1450 -1.0325 -0.851
```

Its structure (SMILES) is N/C(Br)=C/Br.N#N. Its charge is 0. Its energy above the lowest of the compared OMol25 structures with the same formula, charge and spin is 0.528 eV. The value obtained for the orbital gap is 9.4 eV. As for the multiplicity: 1.

=====

6.
The following is a DFT calculation (ωB97M-V/def2-TZVPD) of a 2-piece molecular cluster, C2H3Br2O2Si overall.

XYZ file:
```
10
Properties=species:S:1:pos:R:3:nbo_charge:R:1
Br 1.7052 -1.9757 -1.1035 -0.423
H 0.1168 1.2783 1.0033 0.229
O -2.7255 -0.4432 0.3936 -0.579
Br 0.2008 1.3381 -3.4327 -0.797
Si -0.0248 -0.5320 -0.5916 1.062
H 1.1520 1.6651 -0.1731 0.272
O -1.1979 -1.5863 1.6540 -0.589
H 1.6327 0.4738 1.0437 0.229
C 0.8969 0.7850 0.4192 -1.212
C -1.7563 -1.0030 0.7871 0.808
```

Its charge is -1. Its energy above the lowest of the compared OMol25 structures with the same formula, charge and spin is 1.366 eV. The value obtained for the orbital gap (alpha / beta) is 7.2 / 7.2 eV. As for the multiplicity: 1.

=====

7.
The following is a DFT calculation (ωB97M-V/def2-TZVPD) of C2H3Br6CaF2O3PRb2 as an isolated structure.

XYZ file:
```
20
Properties=species:S:1:pos:R:3:lowdin_charge:R:1
H -2.9106 -17.5654 12.5193 -0.080
P 0.0792 -16.2100 11.0832 0.223
H 2.2035 -15.7597 9.1006 -0.096
Br -3.2923 -19.6679 13.7712 0.575
O 3.1018 -15.6785 9.4339 -0.671
Br -1.5897 -16.5926 15.3827 0.649
Rb -0.7057 -19.2652 8.5607 0.910
C 0.0703 -16.0464 14.5282 -1.569
F 0.3274 -14.7231 10.5688 -0.212
O -0.6833 -16.8950 10.0239 -0.415
Rb 2.5582 -13.0897 10.4318 0.997
H 0.0737 -16.5215 13.5598 -0.105
C -3.6275 -18.3537 12.3413 -1.551
Br -3.2362 -19.0045 10.5341 0.520
Br 0.1583 -14.0985 14.3002 0.623
O 1.3450 -16.7819 11.6586 -0.458
Br 1.6491 -16.8089 15.3891 0.585
Br -5.3883 -17.5665 12.5191 0.640
F -0.8929 -16.0628 12.3071 -0.183
Ca 3.6523 -16.8078 11.3474 1.618
```

Its charge is +2. Its energy above the lowest of the compared OMol25 structures with the same formula, charge and spin is 0.396 eV. The value obtained for the orbital gap is 6.8 eV. As for the multiplicity: 1.

=====

8.
The following is a DFT calculation (ωB97M-V/def2-TZVPD) of one molecule with the formula C2H3BrFI.

XYZ file:
```
8
Properties=species:S:1:pos:R:3:nbo_charge:R:1
F 1.0418 -1.4487 0.4643 -0.376
H -0.6759 -1.3338 -0.7004 0.206
H -0.8304 1.4019 -0.5320 0.259
Br 1.1642 -0.2483 -1.9734 -0.054
H 0.7763 1.2032 0.6413 0.237
C -0.1942 0.7481 0.3438 -0.829
C 0.1476 -0.6485 -0.3145 0.135
I -1.4293 0.3262 2.0709 0.421
```

Its charge is 0. As for the expectation value of S²: 2.0055. Its energy above the lowest of the compared OMol25 structures with the same formula, charge and spin is 0.000 eV. The value obtained for the orbital gap (alpha / beta) is 6.3 / 6.3 eV. As for the multiplicity: 3.